# 1
# C2H6Si2

A single C2H6Si2 molecule in a non-equilibrium geometry (wB97M-V/def2-TZVPD, the OMol25 dataset).

Cartesian coordinates (Å):
C1 0.12 -1.39 0.02
C2 0.08 1.36 0.05
Si1 -0.03 -0.02 -1.31
Si2 -0.36 -0.06 1.29
H1 1.00 -2.12 -0.25
H2 0.82 2.23 0.33
H3 1.24 -0.16 -2.14
H4 -1.07 0.46 -2.34
H5 -1.84 0.12 1.57
H6 0.04 -0.41 2.80

Results
Calculated total energy: -17921.0217 eV
Spin multiplicity: 1
HOMO-LUMO gap (alpha / beta): 7.87 / 8.27 eV
HOMO level (alpha / beta): -9.11 / -9.24 eV
F_max: 2.5 eV Å⁻¹
LUMO (alpha / beta): -1.243 / -0.969 eV
Charge: 0

# 2
# C2H70BNO35PS

33 unconnected molecules or ions with the total composition C2H70BNO35PS in a non-equilibrium geometry (wB97M-V/def2-TZVPD, the OMol25 dataset).

Cartesian coordinates (Å):
C1 1.05 0.58 0.45
O1 -0.03 -0.23 -0.12
B1 -1.04 0.45 -0.66
O2 -0.95 1.16 -1.81
P1 -2.80 0.46 0.25
S1 -3.84 -1.24 -0.12
N1 -3.64 1.82 -0.23
C2 -3.63 2.83 0.48
O3 -3.67 3.80 1.07
H1 1.54 1.17 -0.32
H2 0.67 1.22 1.24
H3 1.77 -0.10 0.89
H4 -1.44 1.99 -1.81
H5 -2.59 0.58 1.63
H6 -5.07 -1.04 0.37
O4 0.93 3.52 -3.26
H7 0.70 3.07 -4.09
H8 0.58 2.93 -2.59
O5 3.15 -0.73 2.35
H9 3.40 -1.66 2.26
H10 3.02 -0.60 3.30
O6 0.44 1.17 -4.72
H11 0.02 0.53 -5.31
H12 -0.03 1.05 -3.89
O7 4.79 0.38 4.31
H13 5.28 0.86 4.98
H14 4.86 0.94 3.52
O8 -4.55 -3.78 1.89
H15 -4.56 -3.19 1.13
H16 -5.47 -4.07 2.02
O9 -2.31 -2.30 3.23
H17 -2.47 -2.69 4.11
H18 -3.05 -2.65 2.72
O10 1.52 4.24 -6.73
H19 1.41 3.28 -6.77
H20 1.36 4.47 -5.81
O11 6.31 2.51 3.17
H21 6.56 3.25 2.60
H22 7.06 1.91 3.13
O12 -1.22 3.71 -5.51
H23 -0.86 4.36 -4.90
H24 -1.23 4.19 -6.34
O13 5.21 4.05 0.92
H25 5.33 4.65 0.19
H26 4.26 3.95 0.99
O14 -6.94 -4.09 3.37
H27 -6.93 -5.05 3.28
H28 -7.10 -3.94 4.31
O15 -7.73 -4.67 0.51
H29 -8.29 -4.60 1.30
H30 -8.14 -4.08 -0.13
O16 3.14 0.61 -3.78
H31 3.60 -0.12 -4.19
H32 2.26 0.63 -4.19
O17 4.32 1.42 -0.60
H33 4.01 1.07 -1.45
H34 3.95 0.82 0.06
O18 2.82 1.83 -8.64
H35 3.27 2.47 -8.07
H36 2.79 2.26 -9.50
O19 -4.31 -4.11 -1.30
H37 -4.53 -4.45 -2.18
H38 -4.67 -4.76 -0.69
O20 8.62 3.72 1.86
H39 8.88 4.45 1.29
H40 9.36 3.10 1.81
O21 -8.87 -4.14 -2.22
H41 -8.15 -4.66 -2.61
H42 -9.32 -3.76 -2.98
O22 -5.07 6.34 2.86
H43 -4.38 7.00 2.92
H44 -4.61 5.53 2.61
O23 -3.58 -4.67 4.62
H45 -2.89 -5.20 4.22
H46 -4.06 -4.31 3.87
O24 -1.43 2.08 -8.02
H47 -1.57 2.49 -7.16
H48 -0.77 2.62 -8.47
O25 -0.75 -3.07 0.48
H49 -0.12 -2.36 0.33
H50 -1.20 -2.83 1.30
O26 -1.79 -0.49 -6.54
H51 -1.75 0.00 -7.38
H52 -2.71 -0.77 -6.46
O27 9.35 6.13 3.23
H53 9.10 5.20 3.09
H54 9.20 6.29 4.16
O28 -10.51 -2.35 -0.02
H55 -9.72 -1.81 0.01
H56 -10.26 -3.12 -0.54
O29 3.68 6.55 1.22
H57 3.55 7.50 1.15
H58 4.23 6.43 2.01
O30 5.49 1.56 7.37
H59 5.11 1.71 8.24
H60 5.46 2.43 6.95
O31 -5.48 -6.80 3.20
H61 -4.83 -7.22 3.77
H62 -5.04 -6.75 2.34
O32 -2.95 -6.88 1.26
H63 -2.16 -6.33 1.26
H64 -2.72 -7.65 0.74
O33 8.90 1.43 -0.03
H65 9.05 2.03 -0.76
H66 7.94 1.38 0.04
O34 4.44 -3.36 2.26
H67 5.35 -3.07 2.36
H68 4.49 -4.14 1.70
O35 1.84 -4.34 3.90
H69 1.76 -4.08 4.82
H70 2.60 -3.86 3.57

Results
Calculated total energy: -97160.2760 eV
Spin multiplicity: 1
HOMO-LUMO gap: 8.15 eV
HOMO level: -12.43 eV
F_max: 1.3 eV Å⁻¹
LUMO: -4.282 eV
Charge: +1

# 3
# C2H79O40

39 unconnected molecules or ions with the total composition C2H79O40 in a non-equilibrium geometry (wB97M-V/def2-TZVPD, the OMol25 dataset).

Cartesian coordinates (Å):
C1 -15.72 9.07 10.87
C2 -15.79 8.77 9.40
O1 -16.84 9.06 8.75
O2 -14.79 8.20 8.92
H1 -16.64 8.92 11.41
H2 -15.44 10.13 10.94
H3 -14.92 8.58 11.41
O3 -13.44 6.15 6.16
H4 -12.48 6.20 6.27
H5 -13.57 7.06 6.01
O4 -13.97 5.84 14.72
H6 -14.74 6.01 15.26
H7 -14.22 5.02 14.29
O5 -19.10 5.60 8.39
H8 -18.28 5.86 7.92
H9 -19.17 6.18 9.15
O6 -19.19 3.04 7.57
H10 -18.58 2.54 8.05
H11 -19.31 3.89 8.04
O7 -16.96 4.36 15.12
H12 -17.52 3.85 14.50
H13 -17.32 4.05 16.01
O8 -18.24 12.96 10.76
H14 -19.02 12.38 11.13
H15 -18.02 12.62 9.90
O9 -12.41 12.90 8.98
H16 -11.68 12.31 9.25
H17 -12.51 12.75 8.02
O10 -16.76 11.71 8.16
H18 -17.42 11.82 7.45
H19 -16.68 10.74 8.34
O11 -15.05 13.27 9.89
H20 -15.71 12.82 9.39
H21 -14.24 12.98 9.43
O12 -15.08 12.04 5.46
H22 -15.70 11.60 4.90
H23 -15.68 12.25 6.17
O13 -12.89 6.82 10.19
H24 -13.47 7.52 9.97
H25 -12.60 7.03 11.09
O14 -14.31 3.60 7.98
H26 -15.21 3.89 7.74
H27 -13.80 4.28 7.51
O15 -16.90 6.91 14.14
H28 -16.35 6.66 13.39
H29 -17.12 6.03 14.52
O16 -20.39 10.23 8.47
H30 -20.09 10.53 9.32
H31 -21.24 9.73 8.66
O17 -11.05 10.62 10.60
H32 -11.37 10.05 9.84
H33 -10.10 10.74 10.54
O18 -16.89 15.44 11.33
H34 -16.08 14.95 11.09
H35 -17.58 14.73 11.32
O19 -18.37 10.63 14.70
H36 -17.80 11.24 14.25
H37 -17.83 10.13 15.35
O20 -19.85 9.55 4.10
H38 -20.12 10.44 4.22
H39 -19.97 9.09 4.94
O21 -19.94 10.95 11.63
H40 -20.44 11.42 12.29
H41 -19.62 10.15 12.12
O22 -13.61 13.27 12.25
H42 -12.68 13.51 12.48
H43 -13.93 13.79 11.52
O23 -11.75 8.93 8.56
H44 -11.90 8.04 8.92
H45 -12.59 9.21 8.15
O24 -16.41 11.72 12.78
H46 -16.96 12.17 12.08
H47 -15.80 12.39 13.14
O25 -20.82 11.89 14.17
H48 -20.04 11.37 14.38
H49 -21.56 11.49 14.66
O26 -14.55 9.08 6.13
H50 -14.78 8.77 7.02
H51 -14.82 10.01 6.13
O27 -18.73 11.76 6.21
H52 -18.34 10.91 5.84
H53 -19.48 11.54 6.75
O28 -12.66 12.76 6.27
H54 -13.40 12.34 5.84
H55 -11.88 12.69 5.71
O29 -18.96 7.88 9.99
H56 -18.20 8.44 9.77
H57 -19.11 8.04 10.97
O30 -19.79 8.41 6.51
H58 -19.72 8.97 7.29
H59 -19.29 7.58 6.64
O31 -18.19 3.41 13.07
H60 -17.97 3.92 12.30
H61 -18.37 2.50 12.84
O32 -17.01 6.80 6.89
H62 -16.98 7.67 7.37
H63 -16.05 6.57 6.74
O33 -14.99 4.91 10.59
H64 -14.64 4.34 9.83
H65 -14.31 5.64 10.63
O34 -17.36 5.61 11.50
H66 -17.69 6.22 10.86
H67 -16.51 5.33 11.16
O35 -16.60 9.39 16.20
H68 -15.98 9.49 15.45
H69 -16.59 8.42 16.31
O36 -22.07 7.92 9.05
H70 -21.35 7.57 9.59
H71 -22.10 7.33 8.30
O37 -12.63 7.85 12.83
H72 -12.97 8.73 13.08
H73 -13.04 7.10 13.35
O38 -12.77 10.64 12.75
H74 -12.25 10.15 12.08
H75 -13.43 11.06 12.17
O39 -17.30 9.76 4.98
H76 -16.79 8.94 5.11
H77 -18.03 9.60 4.33
O40 -19.14 8.43 13.05
H78 -18.66 7.61 13.14
H79 -18.69 9.07 13.67

Results
Calculated total energy: -85268.2244 eV
Spin multiplicity: 1
HOMO-LUMO gap: 9.60 eV
HOMO level: -8.01 eV
F_max: 2.6 eV Å⁻¹
LUMO: 1.585 eV
Charge: -1

Look up the calculated total energy of the second one. -97160.2760 eV

Which value of charge does entry 1 give? 0